C45H44HfN3O3Se2Si as an isolated structure. Source: OMol25; level of theory: ωB97M-V/def2-TZVPD.

## Properties
F_max = 0.744 eV Å⁻¹
HOMO-LUMO gap = 0.2137 hartree
calculated total energy = -197850.8119 eV

Structure (ORCA input):
```
! RIJCOSX wB97M-V def2-TZVPD def2/J DEFGRID3
* xyz 3 1
Hf -0.17 -0.36 0.42
C -3.50 2.53 -1.06
O -2.27 3.29 -0.78
C -1.41 2.45 -0.31
N -1.76 1.23 -0.11
C -3.18 1.12 -0.49
C -3.44 -0.02 -1.45
C -2.47 -0.93 -1.82
C -2.73 -1.96 -2.71
C -4.00 -2.09 -3.24
C -5.00 -1.19 -2.87
C -4.72 -0.17 -1.98
C -0.02 2.88 -0.05
C 0.45 4.17 -0.06
C 1.81 4.37 0.16
C 2.65 3.27 0.34
C 2.07 2.02 0.32
N 0.76 1.82 0.16
C 2.78 0.72 0.33
N 2.10 -0.36 0.37
C 3.01 -1.46 -0.03
C 4.39 -0.78 0.05
O 4.06 0.66 0.17
C 2.63 -1.96 -1.41
C 1.46 -1.58 -2.05
C 1.10 -2.05 -3.30
C 1.94 -2.95 -3.94
C 3.12 -3.35 -3.32
C 3.46 -2.86 -2.07
H -3.65 2.54 -2.13
H -4.31 3.04 -0.56
H -3.76 0.95 0.41
H -1.45 -0.85 -1.44
H -1.95 -2.65 -3.00
H -4.22 -2.88 -3.95
H -6.00 -1.29 -3.28
H -5.51 0.53 -1.70
H -0.22 5.00 -0.26
H 2.22 5.37 0.16
H 3.71 3.38 0.47
H 2.94 -2.28 0.69
H 4.99 -0.89 -0.84
H 4.97 -1.05 0.93
H 0.80 -0.85 -1.58
H 0.19 -1.71 -3.78
H 1.68 -3.33 -4.92
H 3.77 -4.05 -3.82
H 4.38 -3.20 -1.60
C -0.87 1.89 3.41
Se 0.23 0.32 3.06
C -0.84 -1.00 4.05
C -2.30 -1.00 3.68
Se -2.61 -1.42 1.80
C -4.50 -0.93 1.84
H -1.18 1.83 4.45
H -1.74 1.91 2.75
H -0.25 2.76 3.26
H -0.70 -0.72 5.10
H -0.34 -1.95 3.88
H -2.78 -0.05 3.90
H -2.80 -1.78 4.25
H -4.98 -1.68 2.47
H -4.88 -1.02 0.82
H -4.64 0.07 2.24
O 0.05 -2.20 0.76
Si 0.24 -3.86 1.16
C 1.37 -4.80 0.00
C 0.88 -5.47 -1.12
C 1.71 -6.30 -1.87
C 3.03 -6.49 -1.50
C 3.53 -5.84 -0.38
C 2.71 -5.00 0.36
C 1.10 -3.88 2.81
C 1.18 -5.07 3.54
C 1.97 -5.16 4.68
C 2.71 -4.06 5.10
C 2.66 -2.87 4.38
C 1.87 -2.79 3.25
C -1.47 -4.55 1.11
C -2.25 -4.30 -0.02
C -3.56 -4.73 -0.11
C -4.13 -5.44 0.96
C -3.37 -5.69 2.09
C -2.06 -5.24 2.17
H -0.16 -5.39 -1.41
H 1.31 -6.83 -2.73
H 3.67 -7.16 -2.06
H 4.56 -6.00 -0.07
H 3.11 -4.54 1.26
H 0.64 -5.95 3.20
H 2.02 -6.09 5.23
H 3.33 -4.14 5.98
H 3.25 -2.02 4.71
H 1.85 -1.86 2.69
H -1.82 -3.75 -0.86
H -4.15 -4.54 -1.00
H -5.15 -5.79 0.90
H -3.80 -6.25 2.92
H -1.49 -5.44 3.08
*
```

C22H20Cl2F9N2O4SSr as an isolated structure in a non-equilibrium geometry. Source: OMol25; level of theory: ωB97M-V/def2-TZVPD.

## Properties
F_max = 3.137 eV Å⁻¹
HOMO-LUMO gap = 0.2393 hartree
calculated total energy = -95488.6593 eV
ΔE to the lowest compared entry with this formula, charge and spin = 13.5 kcal/mol

Structure (ORCA input):
```
! RIJCOSX wB97M-V def2-TZVPD def2/J DEFGRID3
* xyz -1 1
Sr 0.36 0.28 1.27
Cl 1.93 -0.70 3.91
C 3.55 -0.10 4.29
C 3.87 0.20 5.63
C 5.00 0.99 5.92
C 5.88 1.23 4.86
C 5.67 0.85 3.53
Cl 6.81 1.37 2.34
C 4.41 0.20 3.18
S 3.82 -0.12 1.60
H 3.26 -0.23 6.45
H 5.22 1.35 6.94
H 6.83 1.77 5.03
F -1.62 -4.05 0.31
C -2.52 -3.09 0.71
F -3.52 -3.02 -0.24
F -3.15 -3.49 1.88
C -1.72 -1.87 1.00
O -1.50 -1.08 0.03
O -1.12 -1.90 2.12
C -0.65 -4.67 -4.48
C -1.34 -3.41 -5.05
N -1.21 -2.32 -4.08
C -2.27 -2.33 -3.07
C -3.26 -1.15 -3.26
C -0.40 -1.26 -4.45
O 0.00 -1.09 -5.62
C 0.03 -0.23 -3.49
C 0.27 1.01 -4.04
C 0.40 2.12 -3.21
C 0.20 1.98 -1.82
N 0.02 0.75 -1.27
C -0.07 -0.33 -2.09
H -0.86 -5.55 -5.14
H -1.05 -4.88 -3.48
H 0.43 -4.46 -4.40
H -2.42 -3.56 -5.23
H -0.84 -3.08 -5.96
H -1.85 -2.41 -2.07
H -2.80 -3.28 -3.32
H -2.69 -0.18 -3.26
H -4.03 -1.05 -2.49
H -3.74 -1.19 -4.27
H 0.39 1.07 -5.15
H 0.68 3.10 -3.58
H 0.19 2.80 -1.06
H -0.19 -1.27 -1.60
C -0.12 3.59 3.64
C -0.71 3.16 2.26
O 0.30 2.59 1.44
C -1.39 4.43 1.68
F -2.28 5.04 2.51
F -2.07 4.12 0.50
F -0.39 5.36 1.44
C -1.75 2.05 2.57
F -2.25 1.45 1.46
F -1.00 1.06 3.29
F -2.79 2.36 3.44
H 0.58 4.44 3.54
H 0.41 2.75 4.08
H -0.95 3.86 4.37
*
```